1) Here is a structure of composition C29H45As2CaN9O2 from the Open Molecules 2025 dataset. Energies are from ωB97M-V/def2-TZVPD.

Computed properties:
LUMO level = -0.20453 Eh
total charge = +2
orbital gap = 7.78 eV
HOMO energy = -13.3 eV

Last column: Löwdin charge in e.
Element x y z (Å)
Ca: -0.76 -0.05 0.12  0.97
C: 2.26 -0.69 3.07  -0.30
As: 1.37 0.74 2.11  1.07
C: 2.90 1.84 1.63  -0.27
C: 0.68 1.77 3.62  -0.43
C: 1.41 1.80 4.82  -0.10
C: 0.94 2.51 5.91  -0.06
C: -0.26 3.21 5.82  -0.05
C: -0.98 3.20 4.63  -0.10
C: -0.52 2.48 3.53  -0.44
As: -1.45 2.58 1.82  1.08
C: -3.15 3.32 2.37  -0.31
C: -0.62 4.22 1.13  -0.28
H: 3.12 -0.30 3.61  0.03
H: 2.62 -1.44 2.36  0.00
H: 1.58 -1.16 3.77  0.04
H: 3.47 2.08 2.53  0.04
H: 2.56 2.76 1.16  0.02
H: 3.54 1.30 0.93  0.02
H: 2.34 1.26 4.91  0.09
H: 1.51 2.52 6.83  0.12
H: -0.63 3.77 6.67  0.12
H: -1.90 3.77 4.58  0.09
H: -3.03 4.36 2.67  0.04
H: -3.57 2.75 3.19  0.03
H: -3.85 3.28 1.53  0.02
H: -0.54 4.95 1.93  0.04
H: -1.22 4.62 0.32  0.02
H: 0.38 3.99 0.75  0.01
O: 6.73 -3.32 -1.10  0.14
C: 6.08 -2.87 -2.19  -0.47
O: 6.52 -3.08 -3.28  0.15
C: 4.82 -2.05 -1.99  -0.11
C: 4.21 -1.82 -0.77  -0.01
C: 3.04 -1.08 -0.70  -0.05
C: 2.49 -0.52 -1.84  -0.25
C: 3.08 -0.78 -3.08  0.00
C: 4.24 -1.53 -3.15  0.02
N: 1.28 0.24 -1.70  0.08
C: 1.06 1.15 -2.56  -0.08
C: -0.18 1.96 -2.60  -0.25
C: -0.40 2.78 -3.69  0.00
C: -1.57 3.53 -3.75  -0.02
C: -2.47 3.43 -2.70  -0.02
C: -2.16 2.59 -1.64  -0.16
N: -1.04 1.86 -1.57  0.02
H: 6.31 -3.02 -0.29  0.09
H: 4.62 -2.22 0.15  0.11
H: 2.55 -0.92 0.24  0.04
H: 2.64 -0.42 -4.00  0.12
H: 4.71 -1.75 -4.10  0.13
H: 1.79 1.38 -3.34  0.13
H: 0.34 2.84 -4.47  0.13
H: -1.76 4.18 -4.59  0.13
H: -3.39 3.99 -2.69  0.12
H: -2.83 2.50 -0.80  0.07
N: -1.66 -0.85 2.35  -0.09
C: -2.95 -1.54 2.11  -0.25
C: -3.98 -0.54 1.62  -0.25
N: -3.58 0.01 0.30  -0.02
H: -0.99 -1.53 2.72  0.06
H: -1.78 -0.18 3.10  0.07
H: -3.33 -2.05 3.00  0.12
H: -2.79 -2.31 1.35  0.11
H: -4.05 0.28 2.33  0.10
H: -4.96 -1.02 1.59  0.12
H: -4.21 0.77 0.06  0.07
H: -3.74 -0.70 -0.40  0.06
C: -1.72 -4.36 -3.81  -0.02
N: -1.93 -2.98 -3.35  -0.14
C: -2.84 -2.12 -4.10  -0.03
C: -1.32 -2.47 -2.26  -0.42
N: -1.57 -1.31 -1.73  0.02
N: -0.31 -3.29 -1.75  0.16
C: 0.34 -3.23 -0.53  -0.49
N: 1.28 -4.20 -0.40  0.18
N: 0.08 -2.33 0.36  0.03
H: -2.53 -4.62 -4.49  0.10
H: -1.77 -5.06 -2.98  0.10
H: -0.78 -4.48 -4.35  0.10
H: -3.12 -2.62 -5.02  0.10
H: -2.35 -1.18 -4.36  0.10
H: -3.75 -1.90 -3.53  0.10
H: -2.33 -0.86 -2.24  0.03
H: 0.00 -4.02 -2.36  0.12
H: 1.34 -4.97 -1.03  0.12
H: 1.70 -4.34 0.51  0.12
H: 0.68 -2.50 1.17  0.05


2) Here is a structure of composition C29H45As2CaN9O2 from the Open Molecules 2025 dataset. Energies are from ωB97M-V/def2-TZVPD.

Computed properties:
LUMO level = -0.19463 Eh
total charge = +2
orbital gap = 7.83 eV
HOMO energy = -13.1 eV

Last column: Löwdin charge in e.
Element x y z (Å)
Ca: -0.52 0.00 -0.05  0.98
C: -2.84 1.44 3.04  -0.28
As: -1.73 2.06 1.57  1.06
C: -3.03 3.18 0.64  -0.29
C: -0.68 3.44 2.45  -0.43
C: -1.33 4.38 3.25  -0.11
C: -0.62 5.39 3.88  -0.06
C: 0.75 5.47 3.71  -0.05
C: 1.41 4.54 2.93  -0.11
C: 0.71 3.51 2.29  -0.42
As: 1.68 2.20 1.21  1.09
C: 3.04 1.68 2.52  -0.28
C: 2.79 3.38 0.14  -0.30
H: -3.47 2.24 3.42  0.03
H: -2.21 1.07 3.84  0.03
H: -3.48 0.62 2.69  0.01
H: -3.44 3.92 1.33  0.03
H: -3.84 2.55 0.26  0.01
H: -2.55 3.70 -0.19  0.03
H: -2.41 4.33 3.39  0.10
H: -1.14 6.11 4.49  0.12
H: 1.31 6.26 4.20  0.12
H: 2.48 4.62 2.82  0.09
H: 3.55 2.57 2.88  0.03
H: 3.77 1.03 2.04  0.02
H: 2.58 1.16 3.36  0.02
H: 3.27 4.13 0.76  0.03
H: 2.19 3.89 -0.62  0.03
H: 3.56 2.78 -0.36  0.01
O: 0.52 -4.15 6.86  0.15
C: -0.17 -3.26 6.13  -0.48
O: -1.25 -2.89 6.48  0.14
C: 0.45 -2.77 4.86  -0.14
C: 0.21 -1.44 4.50  0.00
C: 0.62 -0.97 3.27  -0.05
C: 1.27 -1.82 2.38  -0.29
C: 1.51 -3.14 2.72  -0.01
C: 1.10 -3.61 3.97  0.00
N: 1.66 -1.28 1.10  0.06
C: 2.88 -1.47 0.78  -0.09
C: 3.50 -0.93 -0.44  -0.26
C: 4.80 -1.34 -0.73  0.00
C: 5.43 -0.81 -1.85  -0.02
C: 4.74 0.11 -2.61  -0.02
C: 3.44 0.45 -2.25  -0.15
N: 2.82 -0.06 -1.19  0.10
H: 1.42 -4.25 6.52  0.12
H: -0.31 -0.80 5.20  0.13
H: 0.45 0.07 3.00  0.08
H: 1.98 -3.81 2.01  0.12
H: 1.26 -4.65 4.21  0.13
H: 3.55 -2.00 1.46  0.14
H: 5.30 -2.04 -0.08  0.12
H: 6.44 -1.11 -2.10  0.12
H: 5.20 0.57 -3.48  0.12
H: 2.89 1.16 -2.84  0.11
N: -0.20 -1.45 -2.01  -0.07
C: 0.33 -0.68 -3.16  -0.24
C: -0.27 0.71 -3.21  -0.24
N: -0.01 1.45 -1.95  -0.08
H: 0.38 -2.27 -1.86  0.09
H: -1.13 -1.81 -2.24  0.08
H: 0.15 -1.18 -4.12  0.12
H: 1.41 -0.61 -3.03  0.08
H: -1.35 0.64 -3.34  0.10
H: 0.12 1.24 -4.09  0.12
H: -0.42 2.38 -2.00  0.09
H: 0.99 1.60 -1.84  0.03
C: -4.78 -3.74 1.81  -0.02
N: -3.59 -2.90 2.01  -0.14
C: -2.86 -3.14 3.24  -0.03
C: -3.06 -2.07 1.09  -0.42
N: -1.84 -1.61 1.10  0.03
N: -3.96 -1.68 0.09  0.15
C: -3.87 -0.63 -0.81  -0.50
N: -5.02 -0.45 -1.51  0.17
N: -2.81 0.10 -0.93  0.02
H: -5.62 -3.37 2.40  0.11
H: -4.54 -4.75 2.12  0.10
H: -5.06 -3.81 0.76  0.09
H: -3.53 -3.59 3.97  0.11
H: -2.50 -2.21 3.66  0.09
H: -2.01 -3.82 3.09  0.10
H: -1.34 -2.04 1.88  0.02
H: -4.90 -2.01 0.23  0.12
H: -5.79 -1.09 -1.45  0.11
H: -5.07 0.27 -2.21  0.12
H: -2.99 0.82 -1.63  0.06


Stability, descending: 1), 2)


1) Here is an isolated molecule of C9H13NO3 from the Open Molecules 2025 dataset. Energies are from ωB97M-V/def2-TZVPD.

Computed properties:
LUMO level (spin up / spin down) = -0.01147 / -0.09949 Eh
orbital gap (spin up / spin down) = 9.75 / 5.75 eV
HOMO energy (spin up / spin down) = -10.1 / -8.5 eV

Last column: natural (NBO) charge in e.
Element x y z (Å)
C: 0.19 1.21 1.34  0.45
C: -0.69 1.72 0.21  -0.50
C: -2.04 -0.23 -0.29  -0.48
C: -2.25 -0.62 1.06  -0.28
C: -0.77 0.51 -0.72  -0.20
C: 1.01 0.17 0.85  0.22
C: 0.61 -0.19 -0.58  -0.14
C: 0.67 -1.65 -0.78  -0.62
C: 1.51 0.43 -1.57  -0.61
N: 2.02 -0.44 1.64  0.44
O: 0.09 1.59 2.47  -0.45
O: 2.92 -1.15 1.10  -0.41
O: 1.98 -0.33 2.85  -0.31
H: -1.60 2.14 0.68  0.25
H: -0.28 2.57 -0.30  0.24
H: -2.23 -1.11 -0.84  0.22
H: -2.91 0.55 -0.67  0.22
H: -1.66 -0.28 1.88  0.18
H: -2.78 -1.52 1.23  0.18
H: -1.00 1.01 -1.60  0.23
H: 1.70 -1.93 -0.69  0.25
H: 0.11 -2.09 -1.64  0.23
H: 0.14 -2.26 0.10  0.21
H: 2.55 -0.03 -1.81  0.24
H: 1.80 1.50 -1.33  0.22
H: 0.91 0.42 -2.61  0.22


2) Here is an isolated molecule of C9H13NO3 from the Open Molecules 2025 dataset. Energies are from ωB97M-V/def2-TZVPD.

Computed properties:
LUMO level = 0.01969 Eh
orbital gap = 9.57 eV
HOMO energy = -9.0 eV

Last column: natural (NBO) charge in e.
Element x y z (Å)
C: -2.46 0.19 0.05  0.00
C: -1.96 -1.20 -0.06  0.75
C: 2.90 -0.26 0.03  -0.39
C: 2.09 -0.40 -1.28  -0.41
C: 2.08 -0.60 1.26  -0.39
C: 0.88 0.52 -1.24  -0.48
C: 0.71 0.17 1.28  -0.47
C: 0.05 -0.02 -0.08  0.50
C: -3.89 0.56 -0.05  -0.65
N: -1.43 1.00 0.09  0.15
O: -1.39 2.26 0.21  -0.48
O: -2.70 -2.15 -0.09  -0.55
O: -0.62 -1.24 -0.20  -0.52
H: 3.83 -0.83 0.13  0.22
H: 3.14 0.71 0.22  0.19
H: 2.86 -0.32 -2.12  0.23
H: 1.84 -1.39 -1.47  0.21
H: 1.96 -1.62 1.12  0.20
H: 2.55 -0.36 2.14  0.21
H: 1.16 1.61 -1.01  0.25
H: 0.23 0.53 -2.11  0.24
H: -0.02 -0.38 2.07  0.23
H: 0.98 1.26 1.42  0.24
H: -4.26 0.24 -1.16  0.24
H: -3.90 1.58 0.18  0.24
H: -4.62 0.13 0.68  0.25


Stability, descending: 2), 1)


1) Here is an isolated molecule of C4H5FN2S from the Open Molecules 2025 dataset. Energies are from ωB97M-V/def2-TZVPD.

Computed properties:
LUMO level = 0.00817 Eh
structure (SMILES) = CS/C(N)=C(\F)C#N
orbital gap = 8.96 eV
HOMO energy = -8.7 eV

Last column: natural (NBO) charge in e.
Element x y z (Å)
C: -1.99 -0.91 0.44  -0.83
S: -1.54 0.46 -0.54  0.29
C: 0.21 0.52 -0.19  0.06
N: 0.69 1.80 -0.33  -0.80
C: 0.97 -0.55 -0.37  0.11
F: 0.57 -1.84 -0.75  -0.33
C: 2.25 -0.53 -0.11  0.21
N: 3.32 0.00 0.10  -0.31
H: -3.05 -1.18 -0.12  0.26
H: -1.09 -1.76 0.46  0.28
H: -2.09 -0.47 1.63  0.23
H: 1.72 1.92 -0.37  0.42
H: 0.03 2.56 0.14  0.42


2) Here is a cluster of 2 separate species, C4H5FN2S in total from the Open Molecules 2025 dataset. Energies are from ωB97M-V/def2-TZVPD.

Computed properties:
LUMO level = 0.02620 Eh
structure (SMILES) = C=N/C=C\F.N=C=S
orbital gap = 9.75 eV
HOMO energy = -9.0 eV

Last column: natural (NBO) charge in e.
Element x y z (Å)
C: -0.95 -1.80 0.31  -0.03
N: -0.72 -0.59 0.00  -0.42
C: 0.12 -0.28 -1.08  -0.15
C: 1.44 -0.40 -1.25  0.19
F: 2.15 -1.06 -0.36  -0.33
H: -1.53 -2.00 1.22  0.18
H: -0.48 -2.50 -0.30  0.16
H: -0.33 0.44 -1.82  0.22
H: 1.99 0.26 -1.92  0.18
N: -0.74 1.84 2.04  -0.67
C: -0.30 2.20 0.97  0.20
S: 0.19 3.02 -0.20  0.05
H: -0.86 0.88 2.41  0.42


Stability, descending: 2), 1)